one.
Entry from OMol25: a cluster of 3 separate species, C4H16N2O2 in total (ωB97M-V with the def2-TZVPD basis set).

Geometry as XYZ:
```
24
Properties=species:S:1:pos:R:3
C -1.6297 0.9356 0.9046
C -0.6465 0.6212 -0.1654
C 0.5550 -0.2184 0.4597
N 1.4758 0.6721 1.1666
C 1.3802 -0.8439 -0.7160
N 0.7420 -2.0750 -1.1024
H -1.8052 0.1071 1.5445
H -1.4890 1.8669 1.5413
H -2.6539 1.0983 0.3637
H -0.2929 1.4283 -0.7100
H -1.1187 -0.1167 -0.9401
H 0.2292 -1.0157 1.2092
H 1.1016 1.5746 1.4056
H 1.9007 0.2855 1.9771
H 1.3968 -0.0728 -1.4355
H 2.4210 -1.1584 -0.1703
H -0.1052 -2.2134 -0.8602
H 0.9432 -2.2335 -2.1481
O -2.5960 -2.6271 -0.6163
H -2.8999 -2.5966 -1.5381
H -3.2197 -2.8896 -0.0102
O 2.1473 3.0385 0.2790
H 1.9749 3.9248 0.0274
H 2.1891 2.5082 -0.4662
```

The calculation puts the highest occupied orbital energy at -8.43 eV. As for the LUMO energy: 0.026 Ha. As for the SMILES: CC[C@H](N)CN.O.O. The net charge is 0.


two.
Entry from OMol25: a cluster of 3 separate species, C4H16N2O2 in total (ωB97M-V with the def2-TZVPD basis set).

Geometry as XYZ:
```
24
Properties=species:S:1:pos:R:3
C 2.3331 0.5820 -0.3202
N 1.6545 -0.6632 -0.7119
C 0.6456 -1.0482 0.3013
C 1.2227 -1.8759 1.4218
C 0.5778 -3.1886 1.7559
N -0.6136 -3.0418 2.6622
H 3.1322 0.8638 -1.0302
H 2.7235 0.4557 0.6889
H 1.5937 1.3804 -0.2891
H 1.2089 -0.4327 -1.5957
H -0.0848 -1.6581 -0.3029
H 0.1595 -0.0664 0.4854
H 2.2395 -2.1278 1.1356
H 1.3203 -1.2001 2.2799
H 0.3304 -3.9580 0.9997
H 1.2231 -3.8539 2.3502
H -1.0451 -2.1596 2.3814
H -1.2920 -3.7567 2.4177
O -2.0586 4.4958 -1.3655
H -1.2075 4.8990 -1.1686
H -2.3583 5.0509 -2.1152
O -4.0629 4.1748 -3.5021
H -3.4766 3.4617 -3.8079
H -4.1655 3.6671 -2.6710
```

The calculation puts the highest occupied orbital energy at -8.90 eV. As for the LUMO energy: 0.021 Ha. As for the SMILES: CNCCCN.O.O. The net charge is 0.


Stability summary - winner: two; margin: 0.0215 hartree.


one.
Entry from OMol25: a cluster of 2 separate species, C5H14N2O2 in total (ωB97M-V with the def2-TZVPD basis set).

Geometry as XYZ:
```
23
Properties=species:S:1:pos:R:3
N -1.3556 -1.6091 -1.2537
C -2.0758 -1.4088 0.0655
N -1.5988 -0.1658 0.6754
C -0.2011 -0.2914 1.0918
C 0.9001 0.6629 0.4645
C 2.1935 -0.0503 0.0158
C 2.4172 0.1738 -1.5029
O 2.3653 -0.7712 -2.2414
H -0.7507 -2.4070 -1.3875
H -0.7142 -0.8290 -1.3375
H -1.5685 -2.1627 0.8133
H -3.0594 -1.7654 -0.0942
H -1.8709 0.7353 0.3266
H 0.2259 -1.3062 1.0280
H -0.1747 -0.1323 2.1742
H 1.1251 1.3752 1.2497
H 0.4912 1.2714 -0.3319
H 2.9842 0.4312 0.6355
H 2.4451 -1.0747 0.3522
H 2.6696 1.1688 -1.8704
O -1.6123 2.9239 0.6537
H -2.0519 2.7910 -0.1929
H -0.7831 2.4406 0.6663
```

The calculation puts the highest occupied orbital energy at -8.57 eV. As for the LUMO energy: 0.023 Ha. As for the SMILES: NCNCCCC=O.O. The net charge is 0.


two.
Entry from OMol25: a structure of composition C5H14N2O2 (ωB97M-V with the def2-TZVPD basis set).

Geometry as XYZ:
```
23
Properties=species:S:1:pos:R:3
C 1.4030 0.9308 -0.0505
C 1.3632 1.7254 -1.3436
O 1.3029 1.9127 0.9900
O 2.6444 0.2581 0.0648
H 1.4437 1.4626 1.8321
H 3.3695 0.8916 -0.0744
H -0.5618 0.3292 -0.6666
H 2.1947 2.4413 -1.3789
H 1.4465 1.0566 -2.1994
H 0.4429 2.3041 -1.4083
C -1.4481 -2.6158 -0.3169
C -1.0592 -1.3328 0.3462
N -0.0097 -1.2185 1.1227
N -1.8195 1.0271 0.7851
C -1.5559 -0.0473 -0.1643
H 0.6842 -0.2136 0.6778
H 0.4501 -2.0770 1.4049
H -0.9635 1.5205 1.0132
H -2.2160 0.6689 1.6452
H -2.4208 -0.1850 -0.8164
H -1.6019 -2.4637 -1.3864
H -0.6974 -3.3954 -0.1752
H -2.3915 -2.9798 0.0989
```

The calculation puts the highest occupied orbital energy at -7.58 eV. As for the LUMO energy: 0.022 Ha. The net charge is 0.


three.
Entry from OMol25: an isolated molecule of C5H14N2O2 (ωB97M-V with the def2-TZVPD basis set).

Geometry as XYZ:
```
23
Properties=species:S:1:pos:R:3
C -2.3337 -0.3568 0.4348
N -1.4241 -0.1051 -0.6661
C -0.2070 0.6116 -0.4404
C -0.2888 1.6618 0.6602
O 0.1443 1.2529 -1.6581
C 1.1179 -0.3823 -0.1799
C 1.1347 -1.0724 1.1768
N 1.1350 -1.3875 -1.2219
O 2.2655 0.4472 -0.2305
H -3.1329 -0.9938 0.0584
H -2.7719 0.5816 0.7780
H -1.8804 -0.8640 1.2965
H -0.8602 -0.9892 -0.8958
H 0.6766 2.1522 0.7558
H -1.0304 2.4106 0.3858
H -0.5596 1.2185 1.6125
H -0.6794 1.4219 -2.1309
H 2.0710 -1.6202 1.2793
H 1.0900 -0.3408 1.9772
H 0.3048 -1.7688 1.2535
H 1.1304 -0.9417 -2.1338
H 1.9495 -1.9855 -1.1342
H 2.1486 1.0500 -0.9772
```

The calculation puts the highest occupied orbital energy at -9.09 eV. As for the LUMO energy: 0.034 Ha. As for the SMILES: CN[C@](C)(O)[C@@](C)(N)O. The net charge is 0.


four.
Entry from OMol25: a cluster of 2 separate species, C5H14N2O2 in total (ωB97M-V with the def2-TZVPD basis set).

Geometry as XYZ:
```
23
Properties=species:S:1:pos:R:3
C -0.3154 -1.8409 1.2766
C 0.1988 -0.5346 0.7044
C -0.2826 -0.3059 -0.7363
C 0.9257 -0.2716 -1.9046
N 1.7288 -1.5702 -1.9920
N -0.8777 1.0317 -0.9427
C -0.4972 2.1278 -0.2053
O -1.0710 3.1691 -0.4215
H -0.1157 -2.7698 0.5549
H -1.3557 -1.9309 1.3904
H 0.1844 -2.0577 2.1744
H -0.2866 0.3375 1.2508
H 1.2519 -0.3023 0.7801
H -0.9544 -0.9618 -1.1760
H 0.3863 -0.1160 -2.8403
H 1.7095 0.4942 -1.6164
H 1.0912 -2.3139 -2.3289
H 2.3082 -1.9269 -1.2127
H -1.7335 1.1214 -1.5859
H 0.2521 1.9056 0.5242
O -0.5591 2.3741 2.9436
H -0.9155 1.5126 3.0795
H -1.0725 2.8284 2.2835
```

The calculation puts the highest occupied orbital energy at -8.72 eV. As for the LUMO energy: 0.024 Ha. As for the SMILES: CC[C@H](CN)NC=O.O. The net charge is 0.


Stability summary - winner: three; margin: 0.0439 hartree.


one.
Entry from OMol25: a cluster of 4 separate species, C8H16Cl8 in total (ωB97M-V with the def2-TZVPD basis set).

Geometry as XYZ:
```
32
Properties=species:S:1:pos:R:3
Cl -1.8629 -6.6055 -4.2642
C -1.3505 -4.9260 -4.4004
C -1.7187 -4.0568 -3.1375
Cl -1.4366 -2.3479 -3.2816
H -1.8489 -4.5768 -5.3047
H -0.2621 -4.9392 -4.4590
H -1.2807 -4.3227 -2.1754
H -2.8001 -4.1682 -3.0583
Cl -6.5751 4.6890 -3.3289
C -4.9595 4.4116 -4.1275
C -5.0060 3.4107 -5.3367
Cl -6.1609 3.8985 -6.6567
H -4.2417 4.0090 -3.4128
H -4.5322 5.3576 -4.4603
H -5.3701 2.4538 -4.9625
H -4.0380 3.1921 -5.7876
Cl 6.0110 -0.6455 5.0085
C 7.1903 -1.3683 6.0819
C 8.6726 -0.9794 5.8434
Cl 9.3890 -1.8111 4.4506
H 7.1149 -2.4514 5.9857
H 6.8744 -1.2253 7.1153
H 9.3403 -1.4011 6.5947
H 8.8223 0.0975 5.7649
Cl -3.3074 1.8600 1.8244
C -1.5075 2.1697 1.9842
C -0.8174 1.3844 3.1433
Cl -1.0477 1.9943 4.8172
H -1.4730 3.2134 2.2966
H -1.0487 1.9210 1.0273
H 0.2656 1.4456 3.0365
H -1.0345 0.3168 3.1795
```

The calculation puts the highest occupied orbital energy at -10.80 eV. As for the LUMO energy: 0.010 Ha. As for the SMILES: ClCCCl.ClCCCl.ClCCCl.ClCCCl. The net charge is 0.


two.
Entry from OMol25: a cluster of 4 separate species, C8H16Cl8 in total (ωB97M-V with the def2-TZVPD basis set).

Geometry as XYZ:
```
32
Properties=species:S:1:pos:R:3
Cl -0.2910 -0.7978 -0.4089
C -1.9654 -0.4003 -0.6340
C -2.1331 1.1581 -0.3968
Cl -1.5223 1.5955 1.2024
H -2.5078 -1.0372 0.0647
H -2.2672 -0.6593 -1.6489
H -3.1300 1.5935 -0.4661
H -1.5610 1.7749 -1.0898
Cl 2.9037 5.7813 2.6730
C 1.6729 4.6111 2.9989
C 1.7043 3.5815 1.8587
Cl 3.3193 2.6558 1.8849
H 0.7599 5.1950 3.1158
H 2.0118 4.1276 3.9151
H 1.4269 3.8039 0.8283
H 0.9620 2.8197 2.0965
Cl 3.7652 0.4539 -0.5940
C 2.6468 1.5618 -1.3472
C 2.8010 1.4785 -2.8948
Cl 2.3213 -0.1555 -3.5748
H 2.8460 2.5670 -0.9758
H 1.6503 1.2039 -1.0885
H 3.8501 1.6208 -3.1539
H 2.1763 2.2451 -3.3534
Cl -2.9033 -3.8556 -0.7664
C -2.4226 -5.1658 0.3352
C -2.9560 -6.5360 -0.1101
Cl -2.3813 -7.7692 1.0454
H -2.8974 -5.0378 1.3080
H -1.3400 -5.0745 0.4232
H -2.4961 -6.7983 -1.0629
H -4.0435 -6.5414 -0.1836
```

The calculation puts the highest occupied orbital energy at -10.34 eV. As for the LUMO energy: 0.016 Ha. As for the SMILES: ClCCCl.ClCCCl.ClCCCl.ClCCCl. The net charge is 0.


three.
Entry from OMol25: a cluster of 4 separate species, C8H16Cl8 in total (ωB97M-V with the def2-TZVPD basis set).

Geometry as XYZ:
```
32
Properties=species:S:1:pos:R:3
Cl -11.1067 -3.4700 4.8075
C -10.5445 -5.1323 4.5672
C -9.6537 -5.6441 5.7497
Cl -8.2293 -4.6287 5.9269
H -10.0196 -5.1352 3.6120
H -11.3861 -5.7915 4.3547
H -9.2912 -6.6694 5.6754
H -10.2705 -5.6465 6.6484
Cl -6.9558 -8.2009 11.7908
C -8.4050 -9.2159 11.7117
C -8.4387 -10.1030 10.4519
Cl -9.1935 -9.3503 9.0003
H -9.3197 -8.6405 11.8536
H -8.4153 -9.8869 12.5706
H -8.9844 -11.0316 10.6193
H -7.3958 -10.3671 10.2763
Cl -13.5138 -4.4768 8.8562
C -13.5620 -3.0092 7.8110
C -12.1529 -2.3745 7.9217
Cl -11.9058 -1.8989 9.6631
H -14.3395 -2.3511 8.1990
H -13.7431 -3.2922 6.7740
H -11.9880 -1.4752 7.3284
H -11.3297 -3.0051 7.5858
Cl -12.4540 -7.4997 6.6544
C -12.4058 -8.3956 8.1983
C -13.6298 -8.1793 9.0481
Cl -15.1308 -8.9312 8.5018
H -11.5863 -7.9890 8.7909
H -12.1847 -9.4518 8.0446
H -13.8425 -7.1108 9.0815
H -13.4182 -8.5162 10.0629
```

The calculation puts the highest occupied orbital energy at -10.48 eV. As for the LUMO energy: 0.016 Ha. As for the SMILES: ClCCCl.ClCCCl.ClCCCl.ClCCCl. The net charge is 0.


Stability summary - winner: three; margin: 0.0132 hartree.


one.
Entry from OMol25: a cluster of 2 separate species, C3H4BrN in total (ωB97M-V with the def2-TZVPD basis set).

Geometry as XYZ:
```
9
Properties=species:S:1:pos:R:3
C -0.5728 1.3575 -0.1476
C -0.2785 -1.0267 0.3234
C 0.3208 0.2551 -0.1163
N -1.1938 2.3191 -0.2302
Br 1.2248 0.2869 -1.9056
H 0.2848 -1.9049 0.1345
H -1.1746 -1.0528 -0.2250
H -0.2712 -1.0401 1.3285
H 1.6607 0.8060 0.8383
```

The calculation puts the highest occupied orbital energy at -10.31 eV. As for the LUMO energy: -0.021 Ha. The net charge is 0.


two.
Entry from OMol25: a cluster of 2 separate species, C3H4BrN in total (ωB97M-V with the def2-TZVPD basis set).

Geometry as XYZ:
```
9
Properties=species:S:1:pos:R:3
C 1.0696 -1.2612 -0.0819
C 0.8388 -0.0829 -0.7664
C -0.9573 0.7514 0.6571
N 1.2448 -2.2392 0.5044
Br -2.5162 0.1411 -0.1546
H 1.5056 0.7468 -0.5969
H 0.2867 -0.1075 -1.6889
H -0.7791 1.8066 0.5579
H -0.6929 0.2450 1.5693
```

The calculation puts the highest occupied orbital energy (spin up / spin down) at -8.96 / -9.09 eV. As for the LUMO energy (spin up / spin down): -0.035 / -0.027 Ha. The net charge is 0.


three.
Entry from OMol25: a structure of composition C3H4BrN (ωB97M-V with the def2-TZVPD basis set).

Geometry as XYZ:
```
9
Properties=species:S:1:pos:R:3
C -0.2531 1.5549 -1.4804
C -0.3490 0.7973 -0.5475
C -0.4701 0.0318 0.6258
N 1.0913 -0.9604 0.9116
Br 0.6499 -2.8295 0.7644
H -0.4402 2.2718 -2.2239
H -1.2928 -0.7894 0.4549
H -0.4791 0.5906 1.5125
H 1.5430 -0.6670 -0.0174
```

The calculation puts the highest occupied orbital energy at -9.38 eV. As for the LUMO energy: 0.001 Ha. The net charge is 0.


Stability summary - winner: two; margin: 0.0049 hartree.


one.
Entry from OMol25: a cluster of 2 separate species, C3H4BrN in total (ωB97M-V with the def2-TZVPD basis set).

Geometry as XYZ:
```
9
Properties=species:S:1:pos:R:3
C -0.2832 1.5078 -0.4069
C -0.7337 -1.2424 -0.0960
C -1.6960 -0.6023 0.4914
N -0.0115 -2.1284 -0.4305
Br -3.3307 0.0220 0.0069
H -0.1223 1.5622 -1.3603
H 0.5994 1.6021 0.2901
H -1.2826 1.7418 -0.3411
H 0.9496 -1.9409 -0.2977
```

The calculation puts the highest occupied orbital energy (spin up / spin down) at -8.25 / -8.76 eV. As for the LUMO energy (spin up / spin down): -0.053 / -0.004 Ha. The net charge is 0.


two.
Entry from OMol25: a cluster of 2 separate species, C3H4BrN in total (ωB97M-V with the def2-TZVPD basis set).

Geometry as XYZ:
```
9
Properties=species:S:1:pos:R:3
C -0.6706 -1.3725 0.1883
C 0.8345 0.5887 -0.4666
C -0.4626 0.0768 0.1998
N -0.8512 -2.5163 0.0915
Br -2.0864 1.0346 -0.0098
H 1.8465 0.3236 -0.1036
H 0.7262 1.6827 -0.4546
H 0.9633 -0.0626 -1.3726
H -0.2997 0.2449 1.9276
```

The calculation puts the highest occupied orbital energy at -9.95 eV. As for the LUMO energy: -0.018 Ha. The net charge is 0.


Stability summary - winner: two; margin: 0.1154 hartree.


one.
Entry from OMol25: an isolated molecule of C4H8FNOS (ωB97M-V with the def2-TZVPD basis set).

Geometry as XYZ:
```
16
Properties=species:S:1:pos:R:3
N -1.5144 0.3810 1.1909
C -0.5112 -0.6241 0.9778
C -0.6098 -1.4829 -0.2541
F -1.6281 -1.1842 -1.1263
C 0.5122 -0.4790 -0.1433
S 2.1460 -1.1825 0.1135
C 0.4596 0.7739 -0.9772
O 0.9073 1.8379 -0.1450
H -2.2319 0.3202 0.4642
H -1.0811 1.2967 1.1971
H -0.1674 -1.1103 1.8975
H -0.4077 -2.5396 -0.2236
H 2.5614 -0.2456 0.9453
H 1.1093 0.6682 -1.8896
H -0.5688 0.9576 -1.3188
H 1.0245 2.6128 -0.7084
```

The calculation puts the highest occupied orbital energy at -9.08 eV. As for the LUMO energy: 0.025 Ha. As for the SMILES: N[C@H]1[C@@H](F)[C@@]1(S)CO. The net charge is 0.


two.
Entry from OMol25: a structure of composition C4H8FNOS (ωB97M-V with the def2-TZVPD basis set).

Geometry as XYZ:
```
16
Properties=species:S:1:pos:R:3
C -1.1989 0.6282 -0.2200
C -0.0547 0.0250 -1.0327
C 0.3374 -1.3864 -0.5490
C 1.6471 -0.9627 0.1424
H -0.0537 2.2283 0.3986
H -1.7178 2.2296 0.9131
H -0.3511 0.0769 -2.0829
H -0.4159 -1.8523 0.0925
H 0.5354 -2.0469 -1.3934
H 1.5549 -0.8360 1.2246
H 2.5234 -1.5749 -0.0771
H -0.4804 0.0815 1.3420
N -0.9851 1.8459 0.3362
O -2.2545 0.0236 -0.1390
F -0.7295 0.8688 1.7745
S 1.6435 0.6516 -0.7298
```

The calculation puts the highest occupied orbital energy at -8.59 eV. As for the LUMO energy: 0.023 Ha. The net charge is 0.


Stability summary - winner: one; margin: 0.0863 hartree.